Molecular formula: C3H4BCl2N3O3
Method: DFT, wB97M-V/def2-TZVPD

CARTESIAN COORDINATES (ANGSTROEM)
B1 -2.8175 -0.6008 -0.2632
C1 1.7974 -0.7533 0.0967
C2 1.7797 1.6658 -0.0474
C3 2.6063 0.5258 0.4286
N1 0.5165 -0.6992 0.0404
N2 0.4654 1.4998 -0.0755
N3 -0.1392 0.4068 0.2760
O1 -2.6654 -0.6564 1.0700
O2 -3.9452 -1.0387 -0.8924
O3 -1.9034 -0.0431 -1.0718
Cl1 2.7111 -2.0738 -0.1692
Cl2 2.3922 3.2306 -0.4526
H1 2.7066 0.5893 1.5632
H2 3.6312 0.2494 -0.0828
H3 -3.4811 -1.1644 1.3989
H4 -3.6548 -1.1378 -1.8188

Output
- E_tot (eV) = -39507.777
- total charge = 0
- HOMO-LUMO gap (alpha / beta) (eV) = 8.272 / 7.429
- ΔE to the lowest compared entry with this formula, charge and spin (kJ/mol) = 175.3
- LUMO level (alpha / beta) (Eh) = -0.0662 / -0.0529

Results of the natural (NBO) charge analysis, in e, for atoms 1 through 8: number 1, B, carries 1.156; number 2, C, carries 0.178; number 3, C, carries 0.206; number 4, C, carries -0.573; number 5, N, carries -0.263; number 6, N, carries -0.250; number 7, N, carries 0.093; number 8, O, carries -0.875